Computed, not measured: C36H92N2O11 as an isolated structure in a non-equilibrium geometry, with the ωB97M-V functional and the def2-TZVPD basis.

Output
ΔE to the lowest compared entry with this formula, charge and spin ... 57.8078 eV
E_HOMO ... -6.12 eV

```
! RIJCOSX wB97M-V def2-TZVPD def2/J DEFGRID3
* xyz 0 1
O 6.8684 3.8767 17.5660
O 10.6389 -0.4484 14.3727
O 8.6954 1.1959 13.7991
O 8.8173 4.4958 16.3462
O 8.6903 -0.5877 14.4329
O 7.2788 2.3659 10.5108
O 10.0747 2.5193 13.3567
O 6.3641 0.3947 14.8285
O 10.4460 0.6930 12.6969
O 4.2444 3.5329 12.6188
O 6.7727 7.0766 14.0032
N 9.7609 5.4120 16.6685
N 4.2556 4.4711 13.5940
C 11.6812 1.2092 14.6491
C 5.4255 1.9027 17.9911
C 10.9313 -2.7799 14.1295
C 6.9300 2.4843 17.8169
C 3.1157 5.8611 15.7024
C 5.4900 2.9880 15.1947
C 6.8266 2.5807 12.8267
C 9.4331 0.5420 11.7277
C 8.5196 6.0469 18.7348
C 2.0905 5.4008 12.6448
C 11.0016 5.4128 15.8464
C 4.3020 6.3922 12.1560
C 9.8947 5.5420 18.1455
C 4.1497 3.7533 14.9177
C 6.6874 4.9521 13.0004
C 2.9495 2.7437 14.9788
C 10.8985 6.7279 18.5374
C 5.1502 -0.9302 16.5241
C 5.7769 0.3545 16.1286
C 3.4876 5.6359 13.2132
C 8.6454 -0.6123 16.9629
C 8.6598 -0.7705 12.0057
C 8.1967 3.2213 15.2086
C 7.8644 1.7279 14.7914
C 7.4802 5.8600 13.9110
C 12.2509 6.6557 17.8011
C 12.0594 6.5042 16.3323
C 11.6873 4.0299 15.7652
C 6.2831 2.3085 11.4463
C 10.3574 4.2723 18.8685
C 4.0652 4.7454 16.1308
C 3.3699 6.5579 14.4719
C 8.2937 -1.2729 15.5681
C 10.7486 5.7944 14.4073
C 10.8948 2.5773 14.4851
C 11.3008 -1.4355 13.5926
H 6.4526 5.4124 12.0407
H 8.7742 -2.2504 15.5274
H 12.3750 -1.2709 13.5087
H 9.2242 2.0973 13.4990
H 8.7080 0.4645 16.8058
H 12.0891 3.6672 16.7113
H 5.4077 2.8997 11.1776
H 8.7279 1.3727 11.7564
H 3.2080 1.7634 14.5785
H 11.2347 -3.5042 13.3735
H 4.6821 5.7706 11.3453
H 2.7340 7.3940 14.1808
H 6.1086 2.8615 13.5972
H 5.2720 6.7930 12.4502
H 4.9870 1.0958 16.0076
H 2.1363 3.0557 14.3235
H 10.9611 3.3078 15.3918
H 4.9007 2.2772 18.8700
H 8.0697 -0.8407 11.0919
H 10.4987 7.7301 18.3828
H 7.9010 -0.7115 12.7860
H 10.9051 -1.1329 12.6231
H 8.4927 6.0080 13.5355
H 10.7805 1.5926 12.7184
H 7.5922 3.3556 12.7872
H 12.4886 1.4470 15.3417
H 9.6026 -0.6875 14.1513
H 4.5547 -1.3019 15.6902
H 8.6411 0.2393 13.8599
H 11.4581 3.5047 14.5890
H 7.2295 1.6668 13.2633
H 7.0182 1.8360 9.7539
H 6.9094 1.9354 14.3087
H 12.8375 7.5642 17.9374
H 5.8762 1.2991 11.3854
H 5.1518 3.5591 12.3065
H 9.2741 -1.6644 12.1139
H 9.9563 5.1060 14.1134
H 7.4012 2.0586 16.9310
H 5.5919 2.2567 14.3928
H 10.9794 0.3973 14.8397
H 7.4460 3.8080 15.7380
H 7.2063 -1.2764 15.4928
H 10.3294 4.3498 19.9553
H 4.3969 6.9140 14.5531
H 8.5857 3.8186 14.3840
H 7.7433 4.2623 17.6526
H 3.6812 4.4234 17.0987
H 6.5995 0.6618 16.7744
H 7.5311 2.2324 18.6906
H 7.2019 3.9929 12.9432
H 3.7101 7.1830 11.6951
H 12.0475 1.0098 13.6420
H 9.8059 3.3370 18.7726
H 7.9757 -0.8714 17.7830
H 6.4168 3.5552 15.1079
H 11.4310 4.1081 18.7760
H 1.5726 6.2698 12.2392
H 9.8542 -2.9162 14.2253
H 11.6361 5.9466 13.7930
H 11.3569 -3.1255 15.0716
H 10.3625 6.8135 14.4238
H 7.7160 0.9825 15.5727
H 9.6709 -0.9053 17.1879
H 1.4065 4.7487 13.1880
H 13.0808 6.3587 15.9804
H 5.0280 5.2413 16.2538
H 9.8597 0.3901 10.7362
H 12.8211 5.8583 18.2777
H 4.7573 2.1414 17.1636
H 8.2657 5.1009 15.8449
H 11.7609 7.4162 15.8153
H 7.1242 7.7169 14.6262
H 7.4493 5.3281 14.8619
H 8.0178 6.6370 17.9679
H 5.6552 4.8442 13.3338
H 7.2163 0.8268 14.9217
H 2.1407 4.8022 11.7353
H 7.7286 5.2994 18.7950
H 12.4175 4.1071 14.9597
H 5.5909 2.4780 16.1527
H 2.9648 6.5416 16.5404
H 10.2669 2.5207 15.3743
H 5.9834 -1.4755 16.9673
H 5.4188 0.8191 18.1093
H 9.0407 3.1126 15.8897
H 2.0836 5.5341 15.5765
H 8.4704 6.4693 19.7384
H 2.5264 2.7011 15.9824
H 10.0746 0.0448 13.7728
H 4.4638 -0.8835 17.3695
H 11.1198 6.5904 19.5957
*
```

Mulliken atomic charge list, values in e, 4 entries: number 1, O, carries -0.906; number 2, O, carries -0.230; number 3, O, carries -0.485; number 4, O, carries 0.746

---

Computed, not measured: a 12-piece molecular cluster, C36H93BN15O19 overall in a non-equilibrium geometry, with the ωB97M-V functional and the def2-TZVPD basis.

Output
ΔE to the lowest compared entry with this formula, charge and spin ... 7.5720 eV
E_HOMO ... -7.29 eV

```
! RIJCOSX wB97M-V def2-TZVPD def2/J DEFGRID3
* xyz -1 1
O 9.2604 1.9133 -1.5480
O 2.2708 -4.3952 -6.7976
O 6.6573 -0.1471 4.8869
O 1.3307 -2.2709 0.8972
O 2.4686 -3.9104 1.8203
O 2.9650 -1.4116 -0.4792
O -0.7341 0.2381 -2.2820
O -1.7201 1.9362 -8.7231
O -6.2887 3.4430 -1.2957
O -1.3975 4.8966 5.5253
O 0.6338 -1.2328 -1.2101
O 4.7685 -2.7227 0.3141
O 1.3618 0.2177 0.5038
O 4.6942 4.0448 -4.3005
O -1.9350 -9.5218 2.5896
O -7.6341 -2.3528 2.3953
O 0.9299 -0.4708 7.9536
O 0.2136 2.0677 -0.1130
O -4.9984 -4.6841 -4.2378
N -0.5135 6.2291 4.0441
N 5.5119 6.0978 -2.3514
N -2.5180 -4.9707 -2.7838
N 9.7794 0.3429 -0.1626
N -3.3442 1.5650 -7.2720
N -4.8772 5.6672 -1.0815
N 6.8689 2.5710 3.5447
N 5.4721 -4.6598 -4.9663
N -6.4245 0.2591 4.5617
N 10.8229 2.2494 -0.1132
N -0.7894 6.9964 6.0794
N -3.1501 -8.7724 0.8295
N -1.5822 -7.6058 1.6032
N -3.7082 2.6621 -9.0764
N -0.7548 2.4040 9.7607
C -4.8717 -0.9087 3.0677
C -5.9311 -3.9993 -5.0372
C -0.9203 5.9837 5.2310
C -6.3468 -0.5863 3.4000
C 4.4212 2.7578 3.4553
C 3.5398 -2.4132 0.1748
C -2.2183 -8.6902 1.7543
C -6.4979 2.0798 -1.6459
C -0.1765 0.3438 8.4096
C -7.2894 -1.8201 3.6774
C 0.0337 -0.0676 -1.3672
C 1.9003 -3.4428 -7.7413
C 5.6265 0.4774 4.1411
C 0.5435 -1.0699 6.6446
C 0.4854 0.8723 -0.1886
C 4.4426 2.6584 -4.1687
C -2.8401 1.9991 -8.3994
C 2.4383 -3.0118 1.0115
C 5.6655 2.0682 4.1231
C 3.6289 -6.2839 -4.7770
C -3.6788 -4.7154 -4.9084
C 3.3438 -4.0206 -5.8805
C 0.2637 1.3671 9.4908
C 9.9437 1.5204 -0.6723
C -8.9145 -1.9356 1.9433
C -6.5466 4.4533 -2.2148
C 0.7376 0.7990 10.8949
C 3.8296 4.9540 -3.6023
C 3.3871 6.3450 -1.5065
C -3.0256 -7.0181 -3.8751
C 4.3145 5.3744 -2.2292
C -6.3650 6.9916 -2.2763
C 4.2766 -5.1960 -5.6231
C 7.0787 -1.4372 4.4397
C -6.2504 5.7434 -1.3763
C -2.6282 -5.5842 -4.0960
B 1.5599 -1.1593 -0.1088
H -1.7719 -7.0964 0.7520
H 1.5016 -2.5439 -7.2712
H 3.0878 7.2552 -2.0261
H -5.7179 1.4824 -1.1738
H 11.1410 2.0396 0.8222
H -1.0529 -0.2170 8.7344
H -9.1883 -2.5746 1.1037
H -7.4625 1.7043 -1.3044
H 1.6603 0.2367 10.7516
H -8.1991 -1.5824 4.2286
H -0.1968 7.7027 5.6669
H -4.3140 -1.2519 3.9390
H -3.8314 -9.4552 1.1289
H 0.0039 0.0764 11.2520
H 3.0269 -6.9110 -5.4346
H -0.7303 -7.4477 2.1222
H 4.2954 -6.8382 -4.1161
H 2.9041 4.4232 -3.3793
H 5.6725 0.1213 3.1119
H -3.3269 -8.1435 0.0593
H 4.8187 2.5119 -3.1562
H 2.9184 -5.9407 -4.0249
H -6.3926 1.8973 -2.7153
H 2.8848 -3.6244 -4.9748
H 1.3004 -3.8625 -8.5488
H -5.9322 4.4826 -3.1146
H -2.8072 -7.5619 -4.7941
H -5.6403 7.0436 -3.0889
H 0.5717 -0.2566 5.9195
H -0.3820 7.1773 3.7221
H -6.8574 6.0262 -0.5163
H -1.6871 -5.4691 -4.6338
H 0.9916 1.5860 11.6050
H -7.5759 4.4771 -2.5727
H -5.5138 -3.0931 -5.4761
H 3.8373 6.5959 -0.5461
H -0.5933 0.9020 7.5713
H -6.2495 -0.4571 5.2519
H -3.3891 -3.6714 -5.0276
H -4.6000 2.8306 -8.6331
H 3.9645 -3.2276 -6.2977
H 1.3381 -1.7829 6.4246
H -0.5728 5.4189 3.4440
H -7.3785 6.9917 -2.6773
H 8.9069 -0.1598 -0.2407
H 6.2357 -2.1280 4.4236
H -6.5622 -2.4688 4.1658
H 5.1589 -4.4952 -4.0203
H 3.5954 5.8237 -4.2163
H 10.8272 3.2370 -0.3244
H 7.6837 -2.0000 5.1505
H 7.3987 1.7660 3.8471
H 2.4447 5.8243 -1.3365
H 10.2859 0.0553 0.6625
H 5.5898 2.3986 5.1591
H 4.3984 3.8423 3.5620
H -4.3229 1.3325 -7.1813
H 1.1756 1.7975 9.0770
H -9.7594 -1.8611 2.6279
H -5.5145 0.6974 4.5533
H -6.5971 -0.0887 2.4630
H -2.7176 1.3283 -6.5160
H -3.8474 -4.9585 -5.9575
H 4.5324 -5.5823 -6.6097
H -4.3546 -0.1239 2.5156
H 7.6559 -1.4978 3.5171
H -4.8372 -1.8037 2.4466
H -1.2230 2.5670 8.8808
H -6.1252 -4.5923 -5.9310
H -8.8418 -0.9052 1.5953
H 3.5317 2.3027 3.8909
H -4.0580 -7.1755 -3.5628
H -6.7540 -3.7020 -4.3871
H 6.2253 5.3900 -2.4524
H -3.4872 -4.8205 -2.5426
H -1.0129 6.8551 7.0541
H 4.4570 4.4913 -1.6064
H -0.3813 -1.6465 6.6644
H -3.4893 3.0678 -9.9750
H -0.1759 3.1902 10.0192
H -6.1781 7.9182 -1.7335
H 3.4415 2.3269 -4.4444
H -2.4419 -7.4391 -3.0564
H 4.3024 2.3803 2.4397
H 6.9549 2.4702 2.5434
H 4.6332 0.1521 4.4504
H 6.2290 -5.2972 -4.7641
H -2.0990 -4.0587 -2.8969
H -4.4317 5.1198 -1.8039
H 5.5423 6.5408 -3.2586
H 5.0321 2.0781 -4.8786
H -4.9209 4.8791 -0.4514
H 2.7394 -3.1028 -8.3482
*
```

Mulliken atomic charge list, values in e, 4 entries: number 1, O, carries -0.618; number 2, O, carries -0.292; number 3, O, carries -0.389; number 4, O, carries -0.409